The following is a DFT calculation (ωB97M-V with the def2-TZVPD basis set) of one molecule with the formula C4H2Br2S at a distorted geometry.

```
9
Properties=species:S:1:pos:R:3
Br -1.490 -2.265 0.080
C -0.584 -0.658 -0.038
C 0.819 -0.631 -0.067
C 1.351 0.565 0.082
S 0.116 1.837 0.113
C -1.109 0.642 -0.041
Br -2.930 0.950 0.041
H 1.529 -1.420 -0.160
H 2.298 0.982 -0.011
```

Results
Net charge = 0
Frontier orbital gap = 9.3855 eV
Spin multiplicity = 1
E_tot = -5699.81124 a.u.